DFT (ωB97M-V/def2-TZVPD) results for C4H9N3O2 as an isolated structure.

Positions of all 18 atoms, in Å:
C (2.3544, 1.5442, -0.9305)
C (-1.0381, 1.5028, -0.1498)
C (-0.8384, -0.6866, 0.6367)
C (-0.9365, -1.4848, 1.9401)
H (2.2916, 2.7254, -0.5836)
H (2.1652, 1.7320, -2.2570)
H (3.1170, 0.8273, -0.6058)
H (-1.9520, 2.1264, -0.5054)
H (-1.6162, -2.3391, 1.6325)
H (-0.0546, -2.1431, 2.5099)
H (-1.5190, -1.0201, 2.7552)
H (-0.1468, -2.4715, -0.2175)
H (-1.1276, -1.0425, -1.9355)
N (0.1255, 1.8175, -0.7912)
N (-1.3287, 0.5171, 0.7509)
N (-0.3588, -1.4696, -0.3298)
O (1.1310, 0.9804, -0.2833)
O (-0.2680, -1.1157, -1.6359)

The energy above the lowest of the compared OMol25 structures with the same formula, charge and spin comes out at 7.2687 eV. As for the charge: 0. For the lowest unoccupied orbital energy, the calculation gives 0.62 eV. The value obtained for the highest occupied orbital energy is -8.0983 eV. The HOMO-LUMO gap is 8.72 eV. The value obtained for the energy is -12852.6589 eV.

DFT (ωB97M-V/def2-TZVPD) results for C20H24Br2F5N2O6V as an isolated structure.

Positions of all 60 atoms, in Å:
V (-0.1741, -0.9066, 0.3938)
C (1.5797, 2.3835, 0.6355)
O (1.3588, 1.5621, 1.7360)
C (0.2978, 1.9127, 2.6210)
C (-1.0840, 1.7218, 2.0524)
O (-1.4494, 0.3524, 1.8935)
C (-2.2344, -0.2200, 2.9341)
C (-3.0271, -1.3650, 2.3764)
O (-2.1620, -2.3815, 1.9341)
C (-2.8796, -3.5143, 1.4860)
H (2.5410, 2.8902, 0.7082)
H (1.3177, 0.5978, -0.2782)
H (0.7764, 3.0948, 0.4484)
H (0.4446, 1.2667, 3.4865)
H (0.4030, 2.9547, 2.9426)
H (-1.8121, 2.2161, 2.7027)
H (-1.1605, 2.1620, 1.0603)
H (-1.5975, -0.5484, 3.7556)
H (-2.9436, 0.5272, 3.3033)
H (-3.6889, -1.7458, 3.1657)
H (-3.6498, -1.0104, 1.5449)
H (-3.4319, -3.9649, 2.3184)
H (-3.5746, -3.2472, 0.6885)
H (-2.1617, -4.2299, 1.0990)
C (3.7908, 0.1666, -0.3669)
C (3.0823, 1.2857, -1.0571)
C (3.5101, 2.1385, -2.0074)
C (2.6942, 3.0514, -2.7207)
C (1.3026, 2.8511, -2.6354)
C (0.3110, 3.3925, -3.4968)
Br (0.8239, 4.6529, -4.8278)
C (-1.0063, 3.0152, -3.4385)
C (-1.4423, 2.0829, -2.4991)
Br (-3.2877, 1.6310, -2.4287)
C (-0.5576, 1.5306, -1.5700)
O (-0.9622, 0.7090, -0.6164)
C (0.7714, 1.9685, -1.6687)
N (1.6776, 1.4957, -0.5968)
H (4.8205, 0.1313, -0.7249)
H (3.3277, -0.8037, -0.5774)
H (3.8079, 0.2683, 0.7237)
H (4.5639, 2.0645, -2.2659)
H (3.1115, 3.7193, -3.4566)
H (-1.7168, 3.4437, -4.1324)
N (-2.1074, -1.8564, -1.4910)
C (-1.2821, -2.6547, -2.4045)
C (0.1806, -2.6374, -2.0324)
O (0.9402, -3.4125, -2.5688)
O (0.5410, -1.7010, -1.1829)
H (-3.0840, -1.9310, -1.7586)
H (-1.8850, -0.8684, -1.5845)
H (-1.3344, -2.3166, -3.4423)
H (-1.5935, -3.6991, -2.3917)
F (2.1873, -1.0727, 2.4053)
C (0.9539, -1.6358, 2.0488)
F (0.2921, -1.7512, 3.2843)
C (1.3818, -3.0932, 1.7071)
F (0.3222, -3.7722, 1.1979)
F (1.8247, -3.7891, 2.7690)
F (2.3523, -3.1113, 0.7995)

The energy above the lowest of the compared OMol25 structures with the same formula, charge and spin comes out at 2.9736 eV. As for the charge: -1. Its spin multiplicity is 4. For the lowest unoccupied orbital energy (alpha / beta), the calculation gives 2.36 / 2.36 eV. The value obtained for the highest occupied orbital energy (alpha / beta) is -3.2603 / -3.2879 eV. The HOMO-LUMO gap (alpha / beta) is 5.62 / 5.65 eV. The value obtained for the energy is -215755.3025 eV.

DFT (ωB97M-V/def2-TZVPD) results for C2H2O2S as an isolated structure.

Positions of all 7 atoms, in Å:
C (0.2449, -0.5323, 0.3302)
C (0.6468, 0.9549, 0.2655)
H (-1.5510, -1.5113, -1.0561)
H (-0.3688, 1.6620, -0.4676)
O (0.2288, -1.3706, 1.1271)
O (1.5060, 1.2820, 1.0156)
S (-0.7067, -0.4848, -1.2148)

The energy above the lowest of the compared OMol25 structures with the same formula, charge and spin comes out at 2.2484 eV. As for the charge: 0. For the lowest unoccupied orbital energy, the calculation gives -0.86 eV. The value obtained for the highest occupied orbital energy is -9.7004 eV. The HOMO-LUMO gap is 8.84 eV. The value obtained for the energy is -17033.7762 eV.

DFT (ωB97M-V/def2-TZVPD) results for a 2-piece molecular cluster, C2HNO2 overall.

Positions of all 6 atoms, in Å:
C (0.2985, 0.8398, 0.6786)
C (0.7861, 1.6114, 1.4429)
N (-0.2918, -0.8441, -1.3900)
O (-1.2951, -0.6361, -1.9720)
O (0.6854, -1.4755, -1.5922)
H (-0.0699, 0.0797, -0.1097)

The energy above the lowest of the compared OMol25 structures with the same formula, charge and spin comes out at 9.7637 eV. As for the charge: 0. For the lowest unoccupied orbital energy (alpha / beta), the calculation gives -2.52 / -2.85 eV. The value obtained for the highest occupied orbital energy (alpha / beta) is -11.2854 / -10.8587 eV. The HOMO-LUMO gap (alpha / beta) is 8.77 / 8.00 eV. The value obtained for the energy is -7665.3470 eV.

DFT (ωB97M-V/def2-TZVPD) results for one molecule with the formula C6H15NO2.

Positions of all 24 atoms, in Å:
C (-2.3516, -0.4035, 0.7545)
C (-1.4100, 0.7047, 0.2810)
O (-1.4425, 0.8401, -1.1273)
C (0.0475, 0.5255, 0.7814)
O (0.5890, 1.7866, 1.1173)
C (1.0562, -0.2631, -0.1142)
C (1.4896, 0.5482, -1.3394)
C (0.4802, -1.6045, -0.5602)
N (2.2669, -0.5327, 0.6563)
H (-2.0812, -1.3590, 0.3164)
H (-3.3746, -0.1660, 0.4627)
H (-2.3181, -0.4865, 1.8370)
H (-1.7548, 1.6506, 0.7376)
H (-2.3639, 0.8700, -1.4062)
H (-0.0140, -0.0030, 1.7419)
H (0.6192, 2.3113, 0.3087)
H (0.6281, 0.8398, -1.9302)
H (2.1512, -0.0653, -1.9440)
H (2.0451, 1.4337, -1.0373)
H (1.2681, -2.1770, -1.0426)
H (-0.3278, -1.4512, -1.2680)
H (0.1185, -2.1734, 0.2940)
H (2.0641, -1.1601, 1.4278)
H (2.6145, 0.3350, 1.0527)

The energy above the lowest of the compared OMol25 structures with the same formula, charge and spin comes out at 1.0614 eV. As for the charge: 0. For the lowest unoccupied orbital energy, the calculation gives 0.71 eV. The value obtained for the highest occupied orbital energy is -9.0702 eV. The HOMO-LUMO gap is 9.78 eV. The value obtained for the energy is -12050.3499 eV. Its SMILES is C[C@H](O)[C@H](O)C(C)(C)N.

DFT (ωB97M-V/def2-TZVPD) results for C5H8S as an isolated structure.

Positions of all 14 atoms, in Å:
C (1.3684, -1.5706, -0.4943)
C (0.7593, -0.1736, -0.7491)
C (-0.3740, -0.0599, -1.7380)
C (-0.9429, 0.8936, -0.7636)
C (-0.2393, 0.2907, 0.2758)
H (1.7920, -1.5673, 0.3751)
H (0.6192, -2.3561, -0.4119)
H (1.9560, -1.7075, -1.3812)
H (1.3513, 0.7016, -1.0026)
H (-1.2255, -0.8518, -1.8071)
H (-0.1191, 0.2279, -2.9156)
H (-2.1801, 0.8737, -0.7161)
H (-0.3441, 1.9699, -0.9718)
S (-0.3299, 0.4018, 1.8529)

The energy above the lowest of the compared OMol25 structures with the same formula, charge and spin comes out at 3.2892 eV. As for the charge: 0. For the lowest unoccupied orbital energy, the calculation gives -0.29 eV. The value obtained for the highest occupied orbital energy is -8.5414 eV. The HOMO-LUMO gap is 8.25 eV. The value obtained for the energy is -16146.3482 eV.

DFT (ωB97M-V/def2-TZVPD) results for a 2-piece molecular cluster, C7H13NO overall.

Positions of all 22 atoms, in Å:
C (5.1214, 0.6130, -0.7279)
C (4.0431, -0.0661, -0.3260)
C (3.9192, -1.5299, -0.6634)
C (3.2718, 0.4977, 0.9185)
N (2.8302, -0.4967, 1.7932)
O (3.6349, 1.5873, 1.3735)
H (5.8463, 0.2040, -1.4169)
H (5.4819, 1.4577, -0.1617)
H (4.3243, -2.1629, 0.1271)
H (4.4786, -1.7732, -1.5661)
H (2.8719, -1.7877, -0.8203)
H (2.4891, -0.1484, 2.6775)
H (3.1766, -1.4416, 1.7220)
C (-5.4511, -0.7926, -0.3279)
C (-5.3293, 0.4814, -0.8088)
C (-5.8759, 1.6189, -0.0142)
H (-5.5254, -1.6083, -1.0326)
H (-6.1429, -0.9938, 0.4785)
H (-5.1011, 0.6466, -1.8541)
H (-6.6680, 1.2891, 0.6603)
H (-5.0749, 2.0167, 0.6124)
H (-6.3207, 2.3887, -0.6431)

The energy above the lowest of the compared OMol25 structures with the same formula, charge and spin comes out at 2.6997 eV. As for the charge: 0. For the lowest unoccupied orbital energy, the calculation gives 0.51 eV. The value obtained for the highest occupied orbital energy is -9.4689 eV. The HOMO-LUMO gap is 9.98 eV. The value obtained for the energy is -11005.0532 eV. Its SMILES is C=C(C)C(N)=O.C=CC.

DFT (ωB97M-V/def2-TZVPD) results for C23H21N2ORe as an isolated structure.

Positions of all 48 atoms, in Å:
Re (0.8486, 0.0160, 0.6417)
N (2.3942, -2.7489, 3.3711)
C (2.1611, -1.6481, 2.6702)
O (1.5193, -1.8042, 1.5108)
C (2.5823, -0.2604, 3.0926)
C (2.4676, 0.6273, 1.9334)
H (2.1513, -3.7302, 3.0937)
H (2.8146, -2.6347, 4.2483)
H (3.6263, -0.2877, 3.5129)
H (1.9705, 0.0857, 4.0315)
H (3.2970, 0.4696, 1.1996)
H (2.4246, 1.7036, 2.1866)
N (-0.7090, -1.2508, 0.1900)
C (-1.8211, -1.1753, 1.1507)
C (-2.5369, -2.3052, 1.2708)
C (-3.5464, -2.3252, 2.2478)
C (-3.6979, -1.3104, 3.1715)
C (-2.9619, -0.1791, 2.9576)
C (-2.0531, 0.0173, 1.8746)
C (-1.6482, 1.3872, 1.4149)
C (-2.5575, 2.4613, 1.6777)
C (-2.1937, 3.7606, 1.2389)
C (-0.9443, 3.9921, 0.5538)
C (-0.0517, 2.9633, 0.3734)
C (-0.4137, 1.5282, 0.8196)
H (-0.6117, -2.2849, 0.0773)
H (-1.0680, -0.8980, -0.7018)
H (-2.3884, -3.1107, 0.6256)
H (-4.2543, -3.1047, 2.2080)
H (-4.2626, -1.3422, 4.1165)
H (-3.1075, 0.6708, 3.6326)
H (-3.5598, 2.1669, 1.8919)
H (-2.9115, 4.5814, 1.3991)
H (-0.7312, 4.9924, 0.1831)
H (0.9914, 3.0084, -0.0711)
C (1.1549, 0.2416, -1.2370)
C (1.1886, 0.0341, -2.4873)
C (1.4095, 0.1048, -3.8858)
C (2.5430, -0.6074, -4.4471)
C (2.5587, -0.8531, -5.7381)
C (1.5453, -0.5076, -6.5959)
C (0.4855, 0.2599, -6.0636)
C (0.3575, 0.5679, -4.7170)
H (3.3283, -1.0149, -3.7748)
H (3.4247, -1.3892, -6.1523)
H (1.6198, -0.6040, -7.6685)
H (-0.2997, 0.6447, -6.7327)
H (-0.5344, 1.0916, -4.2948)

The energy above the lowest of the compared OMol25 structures with the same formula, charge and spin comes out at 0.0000 eV. As for the charge: +1. Its spin multiplicity is 4. For the lowest unoccupied orbital energy (alpha / beta), the calculation gives -2.80 / -3.73 eV. The value obtained for the highest occupied orbital energy (alpha / beta) is -10.1771 / -11.1280 eV. The HOMO-LUMO gap (alpha / beta) is 7.38 / 7.40 eV. The value obtained for the energy is -31339.2958 eV.

DFT (ωB97M-V/def2-TZVPD) results for an isolated ion of composition CH5O3Si and charge +1.

Positions of all 10 atoms, in Å:
C (-0.5722, 0.7524, -0.7616)
O (2.2289, 0.1306, -0.2749)
O (3.4118, -0.2375, 0.3748)
O (3.1442, -1.4753, 0.8841)
Si (0.8279, -0.3781, -0.0870)
H (-0.6973, 1.7363, -0.2908)
H (-0.1102, 0.9538, -1.6995)
H (-1.5154, 0.1586, -0.7971)
H (3.9846, -1.4665, 1.2559)
H (0.7588, -1.6890, 0.3435)

The energy above the lowest of the compared OMol25 structures with the same formula, charge and spin comes out at 2.8498 eV. As for the charge: +1. For the lowest unoccupied orbital energy, the calculation gives -5.75 eV. The value obtained for the highest occupied orbital energy is -15.5173 eV. The HOMO-LUMO gap is 9.77 eV. The value obtained for the energy is -15124.3175 eV.

DFT (ωB97M-V/def2-TZVPD) results for one molecule with the formula C6H14N2.

Positions of all 22 atoms, in Å:
C (-0.6796, 1.5588, 0.9210)
C (-0.8805, 0.2963, 0.1361)
C (-2.3214, -0.1231, 0.0090)
C (0.1104, -0.5604, -0.2404)
C (-0.2278, -1.9409, -0.7522)
N (1.4749, -0.2250, -0.5314)
C (1.8483, 1.1377, -0.7798)
N (1.8986, -0.8022, 0.8411)
H (-1.0593, 2.4209, 0.3686)
H (-1.2402, 1.5054, 1.8606)
H (0.3490, 1.7815, 1.1931)
H (-2.5241, -0.6024, -0.9480)
H (-2.9805, 0.7397, 0.0957)
H (-2.6047, -0.8314, 0.7953)
H (-0.7864, -1.8697, -1.6855)
H (-0.8311, -2.4923, -0.0315)
H (0.6838, -2.4984, -0.9538)
H (1.0404, 1.6159, -1.3421)
H (2.0436, 1.7512, 0.1088)
H (2.7933, 1.1135, -1.3269)
H (1.6393, -0.2538, 1.6589)
H (2.2540, -1.7211, 0.6035)

The energy above the lowest of the compared OMol25 structures with the same formula, charge and spin comes out at 3.2866 eV. As for the charge: 0. For the lowest unoccupied orbital energy, the calculation gives 0.99 eV. The value obtained for the highest occupied orbital energy is -7.5136 eV. The HOMO-LUMO gap is 8.51 eV. The value obtained for the energy is -9426.1978 eV. Its SMILES is CC(C)=C(C)N(C)N.